No. 1
Formula: C26H57N6O8P
Source: the OMol25 dataset
Level of theory: ωB97M-V/def2-TZVPD

Geometry as XYZ:
```
98
Properties=species:S:1:pos:R:3:forces:R:3:mulliken_charge:R:1
C -5.1068 1.9934 1.6835 -1.1 0.3 0.1 -1.1184
C -6.3170 1.1583 1.1508 0.5 0.0 0.2 -0.7592
C -5.8428 -0.0805 0.3010 0.6 1.5 0.1 -0.3041
C -5.5587 0.4435 -1.1644 -1.4 -0.7 1.1 0.2535
C -6.9692 0.5410 -1.8346 0.0 0.3 0.2 -1.4968
C -4.5786 -0.4819 -1.9841 -0.1 0.8 -1.6 2.4699
C -5.0951 -0.4611 -3.4278 1.6 -0.5 4.0 -1.0120
N -5.4600 -0.4670 -4.4921 -1.1 -0.1 -2.9 -0.5622
C -4.6145 -1.9804 -1.5835 -0.1 -0.4 -0.5 -1.9165
O -3.8445 -2.2756 -0.3991 -1.0 0.4 0.3 -0.3227
C -4.4371 -3.3310 0.2594 0.1 0.7 2.4 0.6973
C -4.7008 -3.2168 1.7775 0.8 0.8 -0.5 -0.9412
O -4.7278 -4.3327 -0.2763 -0.5 -1.7 -1.8 -0.5011
C -3.0898 0.1043 -2.0864 0.0 0.3 2.5 2.0647
C -2.7410 0.4945 -0.6413 -1.1 -1.2 -5.6 -1.0895
N -2.5025 0.6207 0.4431 1.1 0.8 4.1 -0.5525
C -2.0535 -0.9949 -2.5128 0.1 0.2 -0.9 -1.3808
C -0.6629 -0.4954 -2.9900 0.7 -1.3 0.0 -0.9141
O 0.0231 0.2886 -2.0177 -0.7 -0.1 0.0 -0.4168
P -2.9893 1.6403 -3.1884 0.8 0.4 -2.3 1.1729
N -2.7603 1.2991 -4.6941 0.0 -0.4 1.1 -0.9025
O -1.7934 2.5677 -2.5945 -1.9 -0.6 0.5 -0.4841
O -4.3423 2.5407 -3.1082 0.7 -0.3 0.9 -0.6196
H -4.5285 1.4402 2.4392 0.1 0.2 -0.5 0.2807
H -5.5112 2.8972 2.1830 0.2 -0.4 -0.2 0.4746
H -4.4888 2.3701 0.8517 0.0 -0.4 0.5 0.1588
H -6.9464 0.8307 1.9998 0.3 0.1 -0.4 0.4477
H -6.9260 1.8657 0.5604 0.1 -0.5 0.1 0.2586
H -4.8916 -0.3859 0.7750 -0.6 -0.3 -0.3 0.0502
H -6.5917 -0.8912 0.3027 0.4 0.2 0.0 0.3804
H -5.1778 1.4694 -1.0175 0.2 -0.6 -0.5 0.1937
H -7.3571 -0.4593 -2.1109 0.3 0.5 -0.1 0.3100
H -6.9776 1.2383 -2.6899 0.0 -0.6 0.2 0.3741
H -7.7132 0.9436 -1.1209 0.5 -0.2 -0.2 0.4203
H -5.6684 -2.2733 -1.4186 0.4 0.2 -0.1 0.7228
H -4.2427 -2.6138 -2.4076 -0.2 0.4 0.3 0.5455
H -3.7163 -3.3710 2.2608 -0.5 0.2 0.0 0.2958
H -5.0989 -2.2241 2.0455 0.3 -0.4 0.0 0.2146
H -5.3988 -3.9996 2.0995 0.3 0.2 -0.3 0.3485
H -2.5406 -1.5832 -3.3193 0.4 0.4 0.2 0.5204
H -1.8577 -1.7269 -1.7058 -0.5 0.6 -0.1 0.4448
H -0.6589 -0.0055 -3.9730 -0.2 0.3 0.7 0.4889
H -0.0412 -1.4142 -3.1133 -0.6 0.3 -0.2 0.4082
H 0.0062 -0.2548 -1.2148 0.3 0.3 0.0 0.2769
H -2.7357 0.2876 -4.8100 0.0 0.3 -0.4 0.2998
H -2.0680 2.9332 -1.7310 0.4 0.1 -0.2 0.3358
H -4.7698 2.4659 -3.9793 0.2 -0.1 0.1 0.3697
C 5.8657 0.5813 -0.6421 0.1 -0.3 -0.1 -0.7630
O 5.6677 -0.0714 0.6011 -0.1 0.2 0.1 -0.2768
C 4.7452 0.5676 1.4703 -0.1 -0.1 0.3 -0.9338
C 3.2669 0.2804 1.1599 0.1 0.0 -0.4 0.7430
C 2.7362 1.0409 -0.0493 -0.1 0.1 0.0 -1.1085
N 3.0226 -1.1546 0.9611 0.2 0.0 0.2 -0.6847
H 5.8070 1.6688 -0.5468 -0.1 0.0 0.0 0.3414
H 5.1430 0.2269 -1.3796 0.0 0.2 -0.1 0.2634
H 6.8597 0.3170 -1.0050 0.0 0.0 0.1 0.2651
H 4.9619 0.1698 2.4665 0.1 -0.1 -0.1 0.3776
H 4.9426 1.6457 1.5161 -0.1 0.0 -0.1 0.3824
H 2.6862 0.6079 2.0276 0.1 0.0 0.1 0.2585
H 3.0636 0.6016 -0.9918 0.0 0.0 0.0 0.3442
H 1.6456 1.0284 -0.0529 0.0 0.0 0.0 -0.1474
H 3.0540 2.0853 -0.0305 0.0 0.0 0.0 0.3707
H 3.2817 -1.6526 1.8097 -0.1 0.0 0.0 0.3303
H 3.6957 -1.4843 0.2718 -0.1 0.0 -0.1 0.2123
C 2.3636 4.8658 2.6600 0.1 -0.1 -0.3 -0.8241
O 1.8045 3.5912 2.3996 0.1 0.0 0.2 -0.1689
C 0.7645 3.1942 3.2722 -0.2 -0.3 0.0 -0.8923
C -0.6138 3.7881 2.9322 0.1 0.3 -0.3 0.4673
C -0.7617 5.2523 3.3356 -0.2 0.1 0.2 -1.5593
N -0.9342 3.6611 1.5004 0.2 -0.3 0.1 -0.5850
H 2.3897 5.0913 3.7299 -0.1 0.0 0.0 0.3539
H 1.8137 5.6419 2.1237 0.0 0.1 0.2 0.2586
H 3.3863 4.8674 2.2799 0.0 -0.1 0.0 0.2488
H 0.6957 2.1072 3.1650 0.0 0.0 -0.1 0.3131
H 1.0394 3.3869 4.3176 0.0 0.2 0.0 0.4862
H -1.3574 3.2190 3.4985 0.1 -0.1 0.0 0.4171
H -0.2569 5.9282 2.6455 0.0 -0.1 0.0 0.3042
H -1.8157 5.5351 3.3427 0.0 0.0 -0.1 0.3895
H -0.3648 5.4266 4.3386 0.0 0.0 0.0 0.3566
H -0.9390 2.6764 1.2416 -0.2 0.0 0.1 0.0928
H -0.1476 4.0426 0.9780 -0.1 0.1 0.0 0.3437
C 7.6869 -4.5073 -2.0666 0.2 0.3 -0.1 -0.6941
O 6.8443 -3.4805 -1.5760 -0.1 -0.2 0.0 -0.3849
C 5.9028 -3.8976 -0.6014 -0.2 0.1 0.1 -0.2254
C 6.4660 -4.0231 0.8258 0.4 0.0 -0.2 0.4683
C 7.3177 -5.2714 1.0394 -0.1 -0.2 0.1 -1.5523
N 7.2476 -2.8432 1.2049 -0.2 0.1 -0.1 -0.7137
H 7.1689 -5.4688 -2.1262 0.0 0.0 0.1 0.3126
H 8.5810 -4.5984 -1.4461 0.0 -0.2 0.0 0.2468
H 8.0105 -4.2253 -3.0694 -0.1 0.0 0.0 0.2588
H 5.1337 -3.1196 -0.5901 0.1 0.1 0.0 -0.0959
H 5.4050 -4.8235 -0.9189 0.1 -0.1 0.0 0.4406
H 5.6099 -4.0965 1.5048 -0.1 0.1 -0.1 0.3474
H 8.3154 -5.1732 0.6119 0.0 0.1 0.0 0.2935
H 7.4467 -5.4594 2.1065 0.0 0.1 0.0 0.3835
H 6.8423 -6.1532 0.6023 0.0 0.0 0.0 0.3509
H 6.6449 -2.0246 1.1588 0.0 0.1 0.1 0.2637
H 7.9303 -2.6828 0.4672 0.0 -0.1 0.1 0.3383
```
Positions in Å, forces in eV/Å.

## Properties
* spin multiplicity: 1
* SMILES string: CCC[C@H](C)[C@](C#N)(COC(C)=O)[C@@](C#N)(CCO)P(=N)(O)O.COC[C@@H](C)N.COC[C@@H](C)N.COC[C@@H](C)N
* LUMO energy: 0.50 eV
* net charge: 0
* calculated total energy: -2296.60928 hartree
* frontier orbital gap: 9.495 eV
* maximum force: 5.8 eV/A



No. 2
Formula: C19H34Br6N5OS
Source: the OMol25 dataset
Level of theory: ωB97M-V/def2-TZVPD

Geometry as XYZ:
```
66
Properties=species:S:1:pos:R:3:forces:R:3:mulliken_charge:R:1
C -1.1507 3.1721 4.0129 0.5 0.3 1.1 -0.7652
C -1.7704 1.6658 3.9241 0.0 -0.1 1.2 -0.2022
C -2.8663 1.3931 2.7508 -0.3 -1.2 -0.3 -0.4559
C -2.6265 2.1511 1.3289 -1.9 1.0 0.0 -0.7332
N -1.1931 2.2953 0.8825 3.3 3.0 -2.3 0.5323
C -0.0063 1.3600 0.9243 0.5 6.4 -2.5 0.0369
C 0.0131 -0.1664 1.5221 0.0 0.0 -0.3 0.6204
C 0.7812 -1.1378 0.4488 -0.1 -0.7 -0.7 -0.1485
C 2.2262 -1.7259 0.9459 0.3 0.4 -0.2 -0.8389
C 3.1809 -0.6615 1.7441 0.5 -1.2 2.0 -0.5691
S 3.9712 0.6611 0.6800 0.1 1.6 1.9 -0.0649
C 4.2927 2.1196 1.8706 0.3 3.4 2.1 0.3759
N 4.1580 3.6088 1.6411 1.5 -5.7 3.9 -0.2262
N 4.5637 4.2045 2.8380 1.1 -4.4 2.9 -0.3038
C 4.9573 3.1778 3.9186 -2.1 1.6 -6.6 -0.0091
O 4.7833 1.8711 3.2401 -0.6 3.3 -1.2 -0.2532
N 1.0438 2.2245 0.2661 -0.5 -2.8 1.3 -0.1619
N 0.7102 3.5171 -0.1795 -8.0 -4.6 4.1 -0.2267
C -0.7735 3.5790 0.2015 2.3 -0.5 -0.2 0.3592
C -1.5827 4.9487 -0.1922 -0.6 -0.6 -0.4 -1.0634
H 0.0259 3.0561 4.1652 -2.6 0.5 -0.6 0.1869
H -1.3983 3.8854 3.1218 0.6 -1.5 1.6 0.1294
H -1.5423 3.7166 4.9930 0.8 -1.2 -2.2 0.3169
H -0.8533 0.9056 3.9406 -2.2 1.5 -0.4 0.0151
H -2.3306 1.4706 4.9612 1.2 0.3 -2.4 0.4397
H -2.9268 0.2266 2.5070 0.2 2.5 0.7 0.0508
H -3.9506 1.6816 3.1375 2.4 -0.4 -1.0 0.4383
H -3.2379 1.6802 0.4192 1.3 0.7 2.2 0.2007
H -3.0753 3.2509 1.4471 1.3 -2.4 -0.3 0.3941
H 0.4748 -0.2207 2.6223 -0.8 0.4 -2.6 0.2233
H -1.0948 -0.5846 1.6451 2.3 1.4 -0.4 -0.4588
H 0.0840 -2.0881 0.2595 1.6 2.1 0.5 0.0916
H 0.8636 -0.5987 -0.6118 0.0 -1.1 2.5 0.1516
H 2.8268 -2.0804 -0.0179 -1.4 0.5 2.1 0.2281
H 2.0676 -2.6540 1.6802 0.4 2.1 -1.7 0.3142
H 2.6614 -0.1490 2.6768 0.9 -1.0 -2.1 0.2688
H 4.0798 -1.3009 2.2006 -2.0 1.4 -1.0 0.4457
H 5.3421 3.4100 5.0244 -1.0 -1.1 -2.9 0.3258
H 1.3172 4.2407 -0.6502 -0.6 -1.5 0.9 0.2616
H -1.2744 5.8832 0.4765 -0.6 -2.3 -1.3 0.3115
H -1.3333 5.1746 -1.3329 -0.4 -0.5 2.5 0.3840
H -2.7641 4.7915 -0.1623 2.7 0.3 0.1 0.3199
Br -2.4028 -2.9404 1.2518 0.0 0.0 0.0 -0.0961
C -2.7422 -1.7641 -0.2670 -0.3 0.1 0.2 0.2950
C -3.5659 -2.4610 -1.3253 0.1 -0.1 -0.3 -0.7648
Br -2.4785 -3.7080 -2.3580 -0.3 -0.1 0.3 -0.0714
H -1.7699 -1.4209 -0.6287 -0.2 -0.2 0.0 -0.4354
H -3.2909 -0.9137 0.1501 0.0 -0.1 -0.1 0.1849
H -3.9429 -1.7394 -2.0560 0.1 -0.1 0.2 0.3990
H -4.4049 -3.0310 -0.9170 0.2 0.2 0.0 0.5124
Br -0.5751 -5.0041 -4.8016 0.2 -0.1 -0.2 -0.1567
C 0.8105 -6.2249 -4.1728 -0.2 -0.2 -0.1 -0.5596
C 1.1941 -5.9265 -2.7418 0.2 -0.2 0.1 -0.5431
Br 2.3390 -4.3513 -2.6321 -0.1 0.1 0.0 -0.1436
H 1.6463 -6.1470 -4.8724 -0.1 0.0 0.2 0.3631
H 0.3670 -7.2224 -4.2526 0.1 0.2 0.1 0.3511
H 1.7922 -6.7426 -2.3259 -0.1 0.1 -0.1 0.3653
H 0.3348 -5.7428 -2.0911 0.1 0.0 -0.2 0.3060
Br -1.5172 -1.4273 -6.6856 0.0 0.1 0.1 -0.1359
C -0.0390 -0.4757 -5.8401 0.0 -0.1 -0.3 -0.6263
C 0.3491 -1.1214 -4.5299 0.3 0.1 0.0 -0.2791
Br -0.9239 -0.6777 -3.1204 0.1 0.3 -0.1 -0.0892
H -0.3483 0.5672 -5.7362 0.1 -0.3 0.1 0.3688
H 0.7849 -0.5362 -6.5582 -0.1 0.0 0.2 0.3894
H 1.3093 -0.7321 -4.1790 -0.2 0.0 -0.1 0.3265
H 0.4007 -2.2123 -4.5819 -0.1 0.2 0.0 0.0976
```
Positions in Å, forces in eV/Å.

## Properties
* spin multiplicity: 1
* LUMO energy: -3.51 eV
* net charge: +1
* calculated total energy: -16934.97808 hartree
* frontier orbital gap: 7.296 eV
* maximum force: 10.0 eV/A



No. 3
Formula: C6H12
Source: the OMol25 dataset
Level of theory: ωB97M-V/def2-TZVPD

Geometry as XYZ:
```
18
Properties=species:S:1:pos:R:3:forces:R:3:mulliken_charge:R:1
C -1.5027 0.2853 1.1630 0.0 0.0 0.0 -1.1905
C -1.1100 -0.0314 -0.2444 -1.2 0.3 0.0 -0.2242
C 0.6319 -1.3365 0.1203 0.9 -0.7 -0.8 -0.9081
C 1.5197 -0.0915 0.2686 0.1 -0.1 0.0 -0.2844
C 1.1293 0.5091 -1.0494 0.3 1.1 0.3 -0.6411
C -0.3338 0.9213 -1.0725 0.2 0.1 0.0 -0.4467
H -0.7024 0.8028 1.7059 -0.1 -0.1 -0.1 0.2880
H -1.7659 -0.6276 1.7114 0.0 0.1 -0.1 0.3501
H -2.3872 0.9365 1.1886 0.1 -0.1 0.0 0.3508
H -1.8251 -0.6687 -0.7674 0.2 0.0 0.1 0.4021
H 1.2876 -2.1817 -0.1428 0.0 0.0 0.2 0.3762
H 0.0046 -1.7098 0.9399 -0.1 0.2 -0.3 0.2545
H 1.3290 0.4947 1.1822 0.0 0.0 -0.3 0.1709
H 2.5848 -0.3527 0.2779 -0.2 0.0 0.0 0.3004
H 1.8403 1.1710 -1.5590 -0.1 -0.2 0.0 0.3236
H 0.4270 -1.0665 -1.0543 -0.4 -0.8 0.9 0.3081
H -0.4244 1.9026 -0.5702 0.1 -0.1 -0.1 0.3148
H -0.7029 1.0433 -2.0977 0.0 -0.1 0.2 0.2557
```
Positions in Å, forces in eV/Å.

## Properties
* spin multiplicity: 1
* energy relative to the best compared isomer or geometry (same formula, charge and spin): 134.2 kcal per mole
* LUMO energy (alpha / beta): 1.05 / 0.51 eV
* net charge: 0
* calculated total energy: -235.60437 hartree
* frontier orbital gap (alpha / beta): 8.406 / 7.266 eV
* maximum force: 1.4 eV/A



No. 4
Formula: CH9N2O
Source: the OMol25 dataset
Level of theory: ωB97M-V/def2-TZVPD

Geometry as XYZ:
```
13
Properties=species:S:1:pos:R:3:forces:R:3:mulliken_charge:R:1
N -0.0556 2.1141 -0.7665 -0.4 0.2 0.4 -0.4518
H -0.1007 3.0022 -0.2618 0.2 0.1 -0.2 0.4125
H 0.6550 2.1295 -1.4939 0.1 0.1 0.0 0.3806
H 0.0805 1.3295 -0.0540 -0.3 -0.5 -0.2 0.3414
H -0.9724 1.9492 -1.1850 0.0 0.0 -0.1 0.3826
N -0.1281 -0.2320 0.7977 0.7 0.6 0.2 -0.6696
C -0.2080 -1.4822 0.0410 0.2 -0.3 0.5 -0.3662
O 0.3282 -2.5790 0.7334 -0.1 0.1 0.1 -0.5043
H -0.6690 -0.2913 1.6548 -0.2 -0.1 -0.1 0.2464
H 0.8251 -0.1091 1.1334 0.1 -0.3 0.1 0.2792
H -1.2547 -1.6837 -0.1127 -0.4 -0.1 -0.2 0.3236
H 0.2879 -1.3473 -0.9106 0.1 0.1 -0.3 0.2960
H 1.2117 -2.7999 0.4242 0.0 0.0 0.0 0.3295
```
Positions in Å, forces in eV/Å.

## Properties
* spin multiplicity: 1
* energy relative to the best compared isomer or geometry (same formula, charge and spin): 11.0 kcal per mole
* LUMO energy: -3.90 eV
* net charge: +1
* calculated total energy: -227.99792 hartree
* frontier orbital gap: 10.503 eV
* maximum force: 0.9 eV/A



No. 5
Formula: C12H23AlN2O2P2S
Source: the OMol25 dataset
Level of theory: ωB97M-V/def2-TZVPD

Geometry as XYZ:
```
43
Properties=species:S:1:pos:R:3:forces:R:3:mulliken_charge:R:1
Al -0.6287 -1.2994 -0.3034 0.3 0.3 0.8 -0.3270
P 1.2614 -1.0052 -1.6447 0.5 0.5 -2.4 1.0603
C 0.9315 0.7505 -2.1326 0.4 -0.3 0.0 -1.1832
C -0.3559 1.3185 -1.6272 -0.2 0.4 0.1 0.5766
N -1.0860 0.5774 -0.7607 0.4 -0.4 0.9 0.3770
C -2.0597 1.1574 -0.0094 -0.4 0.3 -0.3 0.4887
C -2.5696 2.3931 -0.3800 0.2 -0.3 0.6 -0.8851
C -1.9375 3.0989 -1.3977 -0.3 0.0 -0.5 -0.4913
C -0.7751 2.5968 -1.9685 0.0 -0.3 -0.2 -0.7033
C -2.5188 0.4227 1.2323 -0.1 -0.3 -0.3 -1.1814
P -1.1883 -0.6479 1.9793 -1.4 0.3 0.9 0.7647
H -0.2137 3.1499 -2.7215 -0.2 0.0 0.3 0.5276
H -3.4115 2.7933 0.1842 0.2 0.0 -0.3 0.5110
H -2.3793 4.0192 -1.7770 0.3 0.0 0.3 0.4671
H -2.8083 1.1459 2.0135 -0.2 -0.3 -0.5 0.6001
H -3.3643 -0.2485 0.9996 0.1 0.3 0.2 0.4179
H 1.8112 1.2814 -1.7459 -0.4 0.5 0.0 0.4392
H 0.9418 0.8186 -3.2278 0.2 -0.1 0.2 0.6136
H 3.2570 1.9838 0.6770 0.0 0.3 0.1 0.2835
O 3.0465 2.9103 0.4756 0.3 -0.5 -0.4 -0.6262
H 3.8124 3.2237 -0.0365 -0.3 0.0 0.4 0.3313
H 2.3713 -0.8659 2.1418 0.5 0.2 0.0 0.2602
O 2.8454 -0.0485 1.9148 -0.9 0.2 0.6 -0.5297
H 2.6353 0.5477 2.6663 0.4 -0.4 -0.6 0.3168
C -0.5602 0.4790 3.2758 0.9 0.0 -0.3 -1.2221
H -1.3834 0.8932 3.8792 0.1 -0.3 -0.3 0.4128
H 0.1371 -0.0580 3.9325 -0.2 0.1 -0.1 0.4172
H -0.0099 1.2972 2.7969 -0.1 0.0 0.2 0.3709
C -2.1852 -1.8456 2.9316 0.4 -0.4 -0.3 -1.2144
H -1.4953 -2.4603 3.5238 -0.2 0.1 0.0 0.4133
H -2.9158 -1.3560 3.5935 0.3 0.0 -0.3 0.3953
H -2.6931 -2.5134 2.2263 0.0 0.1 0.2 0.3827
C 0.6647 -1.7520 -3.2206 0.0 -0.5 0.6 -1.3501
H 1.2833 -1.3888 -4.0612 -0.3 -0.3 0.4 0.4183
H 0.7145 -2.8427 -3.0900 -0.1 0.3 -0.5 0.4333
H -0.3858 -1.4545 -3.3714 0.3 -0.2 -0.1 0.4418
C 3.0858 -1.1666 -1.7041 0.0 -0.2 0.8 -1.0360
H 3.3486 -2.2351 -1.6775 -0.1 0.3 0.0 0.4241
H 3.5141 -0.7019 -2.6093 -0.5 -0.1 0.3 0.4162
H 3.5034 -0.6892 -0.8052 0.0 -0.1 -0.3 0.3381
S -1.7508 -3.1909 -0.7317 -0.8 0.7 -0.5 -0.2460
C -0.6454 -4.2032 0.0121 2.8 -1.8 1.8 0.5135
N 0.1565 -4.8852 0.5475 -2.1 1.9 -1.4 -0.4172
```
Positions in Å, forces in eV/Å.

## Properties
* spin multiplicity: 1
* energy relative to the best compared isomer or geometry (same formula, charge and spin): 0.0 kcal per mole
* LUMO energy: -7.11 eV
* net charge: +2
* calculated total energy: -2053.91884 hartree
* frontier orbital gap: 8.916 eV
* maximum force: 3.8 eV/A